Computed, not measured: a structure of composition C24H42AlBBrCl5F11LiN5O10 in a non-equilibrium geometry, with wB97M-V/def2-TZVPD.

Last column: Löwdin charge in e.
Atoms and positions in Å:
C: -0.21302 2.46301 4.84952  -0.025
C: 0.38729 3.94903 4.38037  -0.246
O: 0.22938 4.93122 5.30200  -0.053
O: 1.05130 4.16841 3.06560  -0.139
C: 0.33928 5.24943 2.32633  -0.164
C: 1.08547 5.65732 0.90190  -0.172
C: 0.16688 5.40425 -0.43124  -0.203
C: 0.25477 3.89725 -1.06768  -0.273
C: 0.91401 2.76077 -0.08809  -0.163
C: 1.17711 1.32170 -0.90308  -0.160
N: -0.01100 0.47418 -1.09220  -0.125
C: -0.69188 0.45582 -2.38877  -0.147
C: 0.23382 0.02609 -3.70995  -0.186
N: -0.56428 -0.77950 -4.74355  -0.379
C: -0.37808 -0.50276 -0.04933  -0.249
F: 0.32326 -0.05005 1.21487  -0.058
C: -1.96722 -0.40947 0.32391  -0.027
C: -2.19563 1.16278 1.13380  -0.173
C: -3.68675 1.29139 2.01434  -0.051
O: -2.20007 1.12293 2.69643  -0.186
C: 0.15197 -2.07515 -0.33348  -0.219
C: 0.42513 -2.70773 1.13668  -0.090
C: 0.51186 -4.33307 1.25538  -0.054
C: 0.81297 -4.64380 2.87418  -0.181
F: 2.23353 -4.23036 3.16479  -0.024
F: -0.16768 -4.00292 3.78080  0.027
C: 0.73680 -6.26467 3.17043  -0.092
F: -0.72239 -6.55300 3.43673  0.030
F: 1.07150 -7.08090 1.94884  0.034
C: 1.53860 -6.75197 4.51516  -0.073
F: 0.72680 -7.89283 5.08366  -0.004
F: 1.57865 -5.72712 5.60989  0.064
C: 3.03407 -7.39945 4.21525  -0.149
F: 2.97647 -8.86332 3.87279  0.003
F: 3.89780 -7.19501 5.43653  -0.015
F: 3.75799 -6.74766 3.09423  0.093
O: 1.26076 -1.87574 -1.22855  -0.090
C: 2.26500 -2.88314 -1.37072  -0.411
N: 3.31003 -2.97069 -0.23723  0.045
N: 1.79607 -4.27409 -1.83118  0.057
B: -1.18553 -2.82546 -1.01520  -0.420
N: -1.31870 -2.84148 -2.55666  0.121
O: -2.23927 -3.53137 -0.27138  0.036
H: -1.37976 2.49555 5.01656  0.105
H: 0.26536 2.08537 5.86186  0.085
H: 0.00622 1.62737 4.02868  0.078
H: 0.32917 6.21355 3.02986  0.139
H: -0.79326 4.95626 2.18587  0.131
H: 1.25783 6.83655 0.97391  0.123
H: 2.18390 5.20202 0.82667  0.113
H: 0.58600 6.14268 -1.27055  0.063
H: -0.91748 5.77937 -0.18873  0.142
H: 0.75936 3.93394 -2.14514  -0.110
H: -0.87184 3.55379 -1.26321  0.136
H: 0.32334 2.59084 0.92502  0.127
H: 2.00591 3.10576 0.24853  0.112
H: 1.60693 1.68425 -1.95727  0.104
H: 2.12041 0.81328 -0.37538  0.144
H: -1.07496 1.55839 -2.64023  0.123
H: -1.65240 -0.22578 -2.47035  0.127
H: 0.51154 1.04277 -4.27108  0.101
H: 1.25596 -0.46266 -3.41950  0.112
H: 0.04028 -1.52455 -5.18596  0.065
H: -0.95591 -0.12848 -5.46577  -0.031
H: -2.70107 -0.26701 -0.56878  0.125
H: -2.33290 -1.11886 1.17645  0.129
H: -1.78293 2.18709 0.53830  0.152
H: -4.08917 0.31938 1.50236  0.067
H: -3.97859 2.39853 1.77541  0.080
H: 1.40533 -2.30124 1.68523  0.132
H: -0.49333 -2.38403 1.82864  0.150
H: 1.39660 -4.84553 0.69249  0.106
H: -0.46602 -4.92293 1.01523  0.146
H: 2.94329 -2.53224 -2.29584  0.155
H: 3.19013 -2.19132 0.44312  0.072
H: 3.30241 -3.91274 0.20690  0.053
H: 1.16012 -4.05606 -2.65660  0.096
H: 2.60121 -4.84438 -2.17894  0.088
H: -1.15768 -3.85238 -2.84453  0.054
H: -2.30646 -2.58700 -2.77545  0.077
H: -3.14731 -3.20897 -0.59778  0.136
O: -6.56277 0.93673 1.00351  -0.142
H: -6.32693 0.59080 0.10527  -0.091
H: -6.41839 0.25163 1.70488  0.130
H: -7.48943 1.28715 1.02482  0.013
C: -2.22268 -5.37789 -4.90635  -1.052
O: -3.20301 -6.10320 -4.83810  0.064
O: -1.33895 -5.29157 -4.04600  0.041
O: -1.96256 -4.61815 -5.84642  0.080
Al: 2.48228 4.64252 -2.73041  1.011
C: 2.83730 9.32632 -4.01788  -1.992
Cl: 3.93603 8.41239 -5.08192  0.501
Cl: 1.34967 9.73396 -4.90967  0.528
Cl: 2.42488 8.33384 -2.59687  0.429
Cl: 3.63874 10.82506 -3.48316  0.592
Cl: -1.94419 -1.60002 -5.92619  0.307
Br: -8.00165 -0.04722 -0.44277  0.060
O: 4.63231 13.18763 -5.54148  -0.594
H: 4.49353 12.42255 -5.01364  -0.329
Li: 3.00529 -8.85775 5.85432  0.844
F: -3.18679 3.86176 2.81196  -0.718

Force components x, y, z for each atom (eV/Å):
C 0.522 -0.781 -0.954
C -1.290 3.799 4.870
O 1.404 -5.807 -6.503
O -2.554 0.036 2.174
C -0.690 1.621 0.343
C 0.282 0.873 0.562
C 1.115 0.637 -0.143
C -2.131 -0.486 1.645
C 1.339 -0.345 -0.258
C 1.389 1.556 0.059
N 0.161 -0.533 0.856
C -0.716 0.591 -2.282
C 0.505 1.599 0.595
N 4.224 2.035 1.265
C -0.393 -0.018 1.106
F -1.129 -0.777 -2.587
C 0.049 3.350 1.962
C -1.437 0.084 1.979
C 5.508 -0.312 -3.817
O -3.138 -0.140 -5.425
C -1.432 0.292 1.743
C 0.154 -0.093 1.453
C 0.204 -0.397 1.620
C -0.073 0.605 -1.028
F -3.801 -1.113 -0.029
F 3.504 -1.863 -2.322
C -3.120 -0.396 -1.106
F 4.792 0.668 -0.759
F -0.545 2.465 4.436
C -1.736 -0.537 1.990
F 2.919 2.773 -1.135
F 0.177 -3.689 -4.142
C 2.663 1.978 -2.871
F 0.268 4.188 1.726
F -2.438 -1.386 -3.205
F -2.930 -2.643 4.550
O 0.707 -1.905 0.774
C 3.009 -0.255 -2.255
N -1.732 -0.331 -0.565
N -0.578 1.713 0.056
B -1.144 -1.287 -2.101
N 0.053 0.061 2.827
O 0.319 2.771 -0.698
H 2.430 0.467 -0.701
H -0.699 1.258 -2.083
H -0.527 1.995 1.691
H 0.150 -2.145 -1.567
H 2.082 0.269 0.097
H -0.418 -2.562 -0.246
H -2.449 0.769 0.190
H -0.874 -1.193 1.587
H 2.029 -1.074 -0.628
H -1.193 -0.532 1.702
H 2.532 0.659 -0.012
H 1.019 0.543 -2.310
H -2.220 -0.598 -0.688
H -1.028 -1.047 1.842
H -2.395 0.735 -1.069
H 0.666 -2.177 0.580
H 2.211 1.240 0.617
H -0.389 -1.897 1.223
H -2.178 0.562 -0.331
H -0.653 1.716 0.868
H 1.818 -0.281 1.105
H 1.539 -0.817 1.428
H 0.839 0.957 -1.983
H -1.084 -3.036 2.136
H 0.286 1.497 2.029
H 0.418 -1.648 1.691
H -2.266 -0.649 -1.452
H 2.030 -0.677 -1.661
H -1.718 1.158 0.936
H 1.637 1.334 0.304
H -1.780 0.073 2.008
H -0.005 -1.135 -0.729
H -0.267 1.286 -0.200
H 1.040 -0.658 1.226
H -0.903 1.040 0.349
H -0.650 1.155 -0.242
H 0.948 -0.736 -0.268
H 2.055 -1.146 0.396
O 4.737 3.144 6.295
H -0.731 -0.353 -0.689
H -0.110 0.756 -0.636
H 0.204 -0.606 -0.609
C -1.009 -0.769 0.186
O -1.460 -0.926 -0.014
O 2.399 -0.237 2.710
O 0.437 2.089 -2.678
Al 0.278 0.383 0.134
C 0.282 0.930 -0.389
Cl -0.244 0.052 0.240
Cl 0.404 -0.220 0.296
Cl -0.083 -0.246 0.150
Cl -0.435 -0.774 -0.155
Cl -4.829 -3.139 -2.772
Br -4.194 -2.816 -4.352
O 0.143 0.898 -0.534
H -0.092 -0.899 0.469
Li -0.131 -0.682 0.622
F 0.142 0.104 -0.516

Computed properties:
LUMO energy ... -0.09288 Ha
Strongest force on any atom ... 8.83 eV Å⁻¹
Net charge ... -1



Computed, not measured: the ion C3H9N2 with charge +1 in a non-equilibrium geometry, with wB97M-V/def2-TZVPD.

Last column: natural (NBO) charge in e.
Atoms and positions in Å:
C: 1.74004 0.03854 0.33942  -0.621
C: 0.79068 0.09615 -0.86062  -0.258
N: -1.01803 0.96864 0.82605  -0.199
C: -1.24158 -0.28360 0.35613  -0.227
N: -0.38088 -0.71777 -0.65696  -0.437
H: 2.57798 0.70607 0.19704  0.255
H: 2.11589 -0.98242 0.35417  0.238
H: 1.27889 0.31763 1.28675  0.216
H: 1.31379 -0.31784 -1.72710  0.242
H: 0.50268 1.12417 -1.15955  0.244
H: -1.03667 -0.94116 1.25190  0.425
H: -1.75853 1.23408 1.48858  0.375
H: -2.28751 -0.47651 0.05280  0.326
H: -0.83676 -0.92034 -1.54036  0.422

Force components x, y, z for each atom (eV/Å):
C -0.290 0.007 -0.299
C 0.801 -0.264 -0.443
N -0.182 -0.146 0.516
C 0.005 0.809 -2.205
N 0.119 0.772 0.051
H 0.136 0.187 -0.158
H 0.032 -0.026 0.405
H 0.040 -0.148 0.021
H -0.097 0.071 0.046
H -0.139 -0.005 0.412
H -0.402 0.102 0.541
H 0.270 -0.277 0.417
H -0.145 -0.277 0.461
H -0.147 -0.805 0.235

Computed properties:
LUMO energy ... -0.31381 Ha
Strongest force on any atom ... 2.35 eV Å⁻¹
Energy relative to the best compared isomer or geometry (same formula, charge and spin) ... 5.235 eV
Net charge ... +1



Computed, not measured: an isolated molecule of C4H6FN in a non-equilibrium geometry, with wB97M-V/def2-TZVPD.

Last column: natural (NBO) charge in e.
Atoms and positions in Å:
C: -2.27242 -1.71023 -1.04185  -0.045
N: -1.32190 -1.53718 -0.23995  -0.429
C: -0.79985 -0.16390 0.02271  0.486
F: -1.51303 0.82612 -0.56529  -0.345
C: 0.24001 0.10100 0.79526  -0.257
C: 0.70569 1.49655 1.05086  -0.645
H: -2.59862 -2.73046 -1.18832  0.174
H: -2.80010 -0.93226 -1.59255  0.162
H: 0.77523 -0.72609 1.22941  0.229
H: 1.46280 1.78199 0.31643  0.223
H: 1.14939 1.58443 2.04111  0.220
H: -0.12292 2.19723 0.96106  0.227

Force components x, y, z for each atom (eV/Å):
C -0.334 0.134 -0.218
N 1.778 2.336 0.988
C -1.369 -2.479 -0.572
F 0.128 -0.060 0.051
C -0.237 0.110 -0.226
C 0.033 0.046 -0.086
H -0.121 -0.177 -0.079
H 0.097 0.164 0.048
H -0.070 -0.212 -0.015
H 0.044 0.052 0.063
H -0.020 0.030 0.002
H 0.069 0.056 0.044

Computed properties:
LUMO energy ... 0.03614 Ha
Strongest force on any atom ... 3.10 eV Å⁻¹
Energy relative to the best compared isomer or geometry (same formula, charge and spin) ... 0.831 eV



Question: Which of these has the highest strongest force on any atom?
Answer: C24H42AlBBrCl5F11LiN5O10



Question: What is the LUMO energy in the second record?
Answer: -0.31381 Ha